C28H29CoN5O7 as an isolated structure, computed with ωB97M-V with the def2-TZVPD basis set.

Geometry as XYZ:
```
70
Properties=species:S:1:pos:R:3:nbo_charge:R:1
Co -0.898 -1.141 -0.898 1.54
O -0.862 -3.191 -1.568 -0.76
C -1.734 -3.711 -2.323 0.45
C -1.378 -4.786 -3.211 -0.26
C -2.301 -5.437 -3.981 -0.21
C -3.667 -5.085 -3.952 -0.34
C -4.047 -4.052 -3.128 -0.14
C -3.132 -3.348 -2.332 -0.28
C -3.646 -2.351 -1.423 0.19
N -2.915 -1.595 -0.715 -0.53
C -3.441 -0.869 0.421 -0.24
C -2.507 -1.208 1.598 -0.23
N -1.119 -1.254 1.112 -0.54
C -0.228 -1.719 1.885 0.20
C 1.191 -1.765 1.609 -0.27
C 2.026 -2.222 2.640 -0.15
C 3.396 -2.243 2.528 -0.35
C 3.971 -1.801 1.317 -0.21
C 3.195 -1.369 0.278 -0.26
C 1.761 -1.324 0.358 0.44
O 1.092 -0.883 -0.622 -0.75
H -0.331 -5.064 -3.239 0.20
H -1.976 -6.246 -4.628 0.19
H -4.391 -5.610 -4.561 0.19
H -5.094 -3.761 -3.077 0.18
H -4.740 -2.297 -1.315 0.13
H -4.474 -1.151 0.653 0.17
H -3.402 0.202 0.220 0.22
H -2.792 -2.176 2.022 0.18
H -2.594 -0.454 2.383 0.19
H -0.535 -2.111 2.866 0.14
H 1.557 -2.551 3.564 0.19
H 4.016 -2.591 3.344 0.19
H 5.051 -1.809 1.208 0.19
H 3.641 -1.035 -0.651 0.21
O 0.269 5.771 -0.730 -0.79
C -0.343 5.310 -1.727 0.73
O -0.635 5.860 -2.805 -0.75
C -0.813 3.861 -1.548 -0.08
C -1.244 3.419 -0.302 -0.22
C -1.528 2.082 -0.123 0.04
N -1.381 1.163 -1.078 -0.53
C -1.006 1.584 -2.294 0.10
C -0.748 2.921 -2.571 -0.23
C -0.866 0.495 -3.360 0.75
O -0.854 0.848 -4.542 -0.71
O -0.772 -0.683 -2.898 -0.81
H -1.301 4.115 0.525 0.22
H -1.827 1.714 0.855 0.18
H -0.461 3.211 -3.571 0.25
C 2.113 2.480 -0.619 -0.42
N 2.347 2.701 0.805 -0.47
C 2.808 4.042 1.135 -0.42
C 1.591 1.965 1.680 0.80
O 0.659 1.273 1.323 -0.65
N 1.985 2.049 3.034 -0.49
C 1.101 1.307 3.918 -0.40
C 3.388 1.738 3.287 -0.41
H 3.074 2.476 -1.141 0.18
H 1.490 3.274 -1.035 0.22
H 1.615 1.524 -0.768 0.26
H 2.165 4.782 0.645 0.25
H 3.836 4.186 0.790 0.17
H 2.768 4.199 2.210 0.20
H 0.067 1.561 3.698 0.22
H 1.331 1.582 4.950 0.18
H 1.215 0.223 3.795 0.19
H 4.027 2.262 2.581 0.21
H 3.583 0.660 3.193 0.19
H 3.653 2.054 4.299 0.18
```

Computed properties:
DFT total energy: -3267.79408 a.u.
Total charge: -2
<S²>: 3.7592
2S+1: 4
HOMO level (spin up / spin down): -2.48 / -2.43 eV
Orbital gap (spin up / spin down): 0.251 / 0.249 Ha
LUMO (spin up / spin down): 4.36 / 4.35 eV